DFT (ωB97M-V with the def2-TZVPD basis set) results for a cluster of 2 separate species, C13H19F4N2O6PS in total.

Values from the calculation:
Max |F|: 8.03 eV Å⁻¹
Structure (SMILES): CP(O)N(CCOCC(F)(F)C(F)F)S(C)(=O)=O.O=[N+]([O-])c1ccccc1
Lowest unoccupied orbital energy: -1.1 eV
Energy above the lowest of the compared OMol25 structures with the same formula, charge and spin: 0.00 kcal/mol
Total energy: -60038.8860 eV
HOMO-LUMO gap: 7.0 eV

Geometry as XYZ:
```
46
Properties=species:S:1:pos:R:3:forces:R:3
C 2.38777 1.05099 -1.03016 -0.47 -2.21 -0.24
P 0.82144 2.10474 -1.34837 0.78 2.87 -0.02
O 0.42711 2.02532 -3.04429 -0.96 -0.45 1.43
N -0.46240 1.32013 -0.33319 -1.15 -0.92 -1.63
C -0.97821 0.07490 -1.01627 -0.53 -2.14 -0.48
C -2.25601 -0.64722 -0.28807 1.03 -1.49 -0.22
O -3.54813 -0.26522 -0.87588 -0.33 0.06 2.16
C -4.68039 -0.54495 0.01922 0.40 -0.42 1.17
C -5.93717 0.51239 -0.10644 -0.20 0.29 0.98
F -7.03902 -0.07439 0.74483 2.98 1.65 -2.41
F -5.62788 1.83523 0.48807 -0.84 -4.04 -1.84
C -6.56376 0.65836 -1.61380 -1.22 2.27 -1.05
F -7.51453 1.83076 -1.55925 2.71 -3.20 -0.17
F -5.58369 0.97959 -2.67636 -2.76 -1.08 3.49
S -1.71116 2.49202 0.00075 -0.45 7.36 -3.18
C -2.43453 2.18535 1.71586 -0.50 0.13 1.37
O -2.77086 2.66155 -1.11836 3.01 -2.13 3.79
O -0.98012 3.88794 0.10116 -2.10 -5.33 0.73
H 2.37040 0.15435 -1.79583 0.50 1.58 1.47
H 2.26123 0.58355 0.05161 0.28 1.10 -2.25
H 3.39815 1.65669 -1.08871 -2.44 -1.01 -0.08
H -0.37345 2.60512 -3.26998 1.69 -0.99 0.90
H -1.22348 0.20556 -2.16222 0.34 0.05 2.33
H -0.08599 -0.71686 -0.97674 -1.90 1.75 0.09
H -2.16726 -0.49708 0.86838 -0.45 -0.09 -2.05
H -2.13347 -1.81786 -0.47923 -0.16 2.38 0.44
H -5.03702 -1.66204 -0.15164 0.28 2.42 0.23
H -4.32860 -0.49023 1.15848 -0.88 -0.01 -2.36
H -7.24203 -0.26288 -1.93393 1.84 1.98 0.70
H -3.13381 3.10360 2.00412 1.67 -1.80 -1.23
H -1.53626 2.20254 2.48305 -1.78 -0.30 -1.81
H -3.11338 1.23411 1.79316 1.62 1.77 -0.34
C 6.93177 -2.82674 0.15061 -0.10 0.06 0.07
C 5.70492 -2.63238 -0.48594 0.03 0.12 0.38
C 4.64070 -2.05288 0.20761 0.04 0.02 0.07
C 4.81835 -1.66580 1.54304 0.74 -0.42 -0.52
C 6.04659 -1.86679 2.18686 -0.03 0.01 -0.04
C 7.10269 -2.44990 1.48380 -0.38 0.07 -0.18
N 3.71126 -1.03280 2.26977 -0.81 0.58 0.89
O 2.63464 -0.88958 1.67137 1.39 -0.24 0.90
O 3.91757 -0.67421 3.43806 -0.39 -0.55 -1.83
H 7.76035 -3.27383 -0.39598 -0.18 0.09 0.12
H 5.57900 -2.93007 -1.52473 -0.03 0.08 0.24
H 3.69096 -1.90812 -0.30267 0.17 0.07 0.31
H 6.19675 -1.57565 3.22437 -0.25 0.01 -0.27
H 8.06099 -2.60735 1.97383 -0.24 0.06 -0.06
```
Forces are in eV/Å.

DFT (ωB97M-V with the def2-TZVPD basis set) results for a structure of composition C35H46NNdO3Se2Te.

Values from the calculation:
Max |F|: 2.11 eV Å⁻¹
Spin multiplicity: 4
Lowest unoccupied orbital energy (spin up / spin down): 0.0 / 0.0 eV
Energy above the lowest of the compared OMol25 structures with the same formula, charge and spin: 0.00 kcal/mol
Total energy: -197936.9775 eV
HOMO-LUMO gap (spin up / spin down): 6.5 / 6.5 eV
Expectation value of S²: 3.757

Geometry as XYZ:
```
89
Properties=species:S:1:pos:R:3:forces:R:3
Nd -0.71318 -0.67876 0.53814 0.13 -1.17 -0.89
C 1.07594 -2.25800 2.22005 -0.17 0.10 0.51
C -0.11817 -3.04075 2.16651 0.51 -0.16 -0.01
C -0.18785 -3.62393 0.87187 0.64 0.48 -0.25
C 0.94703 -3.18822 0.12805 -0.14 0.41 0.30
C 1.71304 -2.29378 0.94599 -0.75 -0.87 0.44
C 3.11398 -1.81365 0.70979 0.27 0.47 -0.16
C 1.41150 -3.73812 -1.19275 0.13 0.18 0.18
C -1.12896 -4.70395 0.43597 -0.02 -0.62 -0.13
C -0.93280 -3.50212 3.35649 0.38 -0.87 -0.20
C 1.80909 -1.85492 3.49862 0.21 -0.19 -0.69
H 3.17798 -0.74298 0.98470 0.26 -0.43 -0.01
H 3.36454 -1.86558 -0.35697 0.06 -0.03 0.19
H 3.90331 -2.37512 1.27941 -0.78 0.40 -0.38
H 0.74834 -4.51215 -1.57856 0.03 0.02 0.08
H 2.43089 -4.15191 -1.08880 -0.39 0.08 -0.09
H 1.44728 -2.95397 -1.94285 0.09 0.09 -0.32
H -1.37935 -4.60571 -0.62766 0.02 -0.02 0.18
H -2.07401 -4.66933 1.00367 0.21 -0.19 -0.13
H -0.68468 -5.73035 0.58980 -0.45 0.95 -0.06
H -1.66616 -4.28920 3.06214 0.45 0.65 0.19
H -1.46977 -2.67010 3.77773 -0.34 0.26 0.56
H -0.28942 -3.97145 4.14996 -0.50 0.55 -0.64
H 2.29367 -0.88247 3.34546 0.14 -0.20 0.16
H 2.60317 -2.62825 3.73530 -0.82 0.86 -0.14
H 1.13972 -1.74258 4.35234 0.01 -0.18 0.01
O -1.95376 -0.13511 2.61516 -0.26 0.58 0.76
C -2.27172 1.26312 2.95826 -1.90 -0.51 -0.76
C -1.60801 1.77771 4.17718 0.75 0.11 1.24
C -0.08797 1.52198 4.24722 -0.15 -0.33 1.14
C 0.67040 2.21315 3.19193 0.41 0.47 -1.74
C 1.09942 3.54898 3.29045 -0.33 0.15 0.28
C 1.67572 4.20730 2.20990 0.76 -0.17 -0.12
C 1.94668 3.46617 1.05817 -0.77 -0.14 0.05
C 1.50427 2.14108 1.02805 -0.18 0.20 0.64
N 0.84277 1.51503 2.03817 0.56 0.86 -0.49
H -2.62958 -0.70581 3.00961 0.31 0.02 -0.28
H -3.39826 1.32292 3.10910 1.27 -0.02 -0.38
H -2.03872 1.82129 2.04720 -0.02 0.02 0.22
H -2.04413 1.33685 5.09718 0.08 0.26 -0.45
H -1.77839 2.86652 4.20225 -0.12 -0.29 0.09
H 0.08572 0.44023 4.13438 0.03 0.34 0.22
H 0.27302 1.86169 5.24714 -0.22 -0.37 -0.65
H 0.92296 4.11184 4.21223 0.03 -0.34 -0.23
H 2.01398 5.25813 2.27220 -0.44 -0.70 0.07
H 2.35316 3.92739 0.15368 0.05 -0.27 0.39
H 1.67905 1.55759 0.13167 -0.16 -0.11 0.03
O -5.97210 0.24475 -2.67130 -0.71 -0.04 -0.31
C -5.79629 -0.75358 -1.67093 -0.31 -0.57 -0.13
C -4.31801 -0.73547 -1.20494 0.59 0.21 -0.02
C -4.22315 -1.85786 -0.18266 0.50 -0.13 0.17
O -2.94066 -1.88067 0.57466 -0.80 -0.79 0.04
C -4.13956 0.62679 -0.49880 0.19 0.53 0.39
Se -2.41974 1.64009 -0.52711 0.46 -0.81 0.02
C -3.39667 -0.93069 -2.45239 -0.11 -0.13 0.00
Se -1.61022 -1.84975 -2.32254 -0.44 0.49 0.92
H -6.84208 0.17272 -3.12504 0.96 -0.17 0.74
H -6.01569 -1.76520 -2.09753 0.01 0.59 0.35
H -6.46558 -0.56669 -0.78906 0.40 -0.13 -0.63
H -4.30876 -2.81441 -0.70406 0.00 -0.03 0.17
H -5.05162 -1.72739 0.54072 0.49 -0.25 -0.12
H -2.66910 -2.82836 0.65191 -0.25 1.02 -0.30
H -4.43621 0.56841 0.56926 -0.03 -0.11 -0.57
H -4.79985 1.33202 -0.99915 -0.06 0.00 0.15
H -3.19337 0.05844 -2.85833 -0.04 -0.07 -0.05
H -3.94832 -1.50549 -3.21735 0.22 0.22 0.35
Te 1.24241 0.16242 -2.45814 0.77 0.17 -0.59
C 1.02111 2.17603 -3.13070 -0.57 0.87 0.16
C 0.41510 3.11978 -2.26646 0.21 -1.06 -0.46
C 0.18990 4.41845 -2.69285 0.21 0.39 0.09
C 0.56743 4.82493 -3.97565 0.11 -0.40 0.02
C 1.20728 3.91373 -4.82243 0.28 -0.26 0.12
C 1.42428 2.59013 -4.41079 -0.36 0.34 0.76
C 3.40108 0.40115 -2.58227 0.06 0.00 0.20
C 4.07579 1.11191 -1.57513 -0.26 -0.41 -0.96
C 5.45091 1.29741 -1.69878 -0.07 -0.10 0.40
C 6.17525 0.76054 -2.75974 -0.79 -0.42 -0.47
C 5.48599 0.06698 -3.78703 0.53 0.09 0.48
C 4.11560 -0.11990 -3.68854 -1.10 0.12 0.16
H 0.07082 2.76435 -1.29216 0.12 0.38 -0.26
H -0.21742 5.14337 -1.98263 -0.12 -0.26 -0.35
H 0.34608 5.83830 -4.30206 0.20 -0.15 0.03
H 1.61818 4.20356 -5.79756 -0.47 0.04 0.37
H 1.90619 1.89683 -5.07817 0.11 -0.16 -0.14
H 3.52096 1.52171 -0.72445 0.39 -0.16 -0.35
H 5.93345 1.83616 -0.89028 0.28 -0.03 -0.17
H 7.25452 0.84339 -2.75773 -0.04 0.09 -0.21
H 6.00116 -0.37289 -4.65104 -0.02 0.32 0.49
H 3.54919 -0.65672 -4.48628 0.60 0.44 0.75
```
Forces are in eV/Å.